Computed, not measured: a cluster of 2 separate species, C4H6O2 in total, with ωB97M-V with the def2-TZVPD basis set.

## Properties
- SMILES = C1CO1.C=C=O
- spin multiplicity = 1
- total energy (Ha) = -306.39055
- E_HOMO (eV) = -9.594
- relative energy (zero: lowest compared OMol25 entry of this formula, charge and spin) (kJ/mol) = 303.9

Cartesian coordinates (Å):
O: 2.10844 -0.38533 1.54435
C: 1.90254 0.02610 0.47437
C: 1.83178 0.48011 -0.75355
C: -0.85387 -0.73529 0.26416
C: -1.89376 0.25636 -0.01318
O: -2.16665 -1.13296 -0.07124
H: 2.82661 0.83638 -0.98105
H: -0.10756 -0.95755 -0.49551
H: 0.94067 0.83121 -1.25831
H: -0.53762 -0.91637 1.29142
H: -2.37374 0.78074 0.81200
H: -1.90751 0.78323 -0.96738

Taken from the Mulliken analysis, the atomic charges in e are:
1 O -0.372
2 C 0.785
3 C -0.959
4 C -0.428
5 C -0.195
6 O -0.414
7 H 0.284
8 H 0.334
9 H 0.294
10 H 0.244
11 H 0.214
12 H 0.213